# 1
{"formula": "C10H21O7P", "method": "ωB97M-V/def2-TZVPD", "homo_ev": -9.5, "largest_force_ev_per_a": 2.408, "smiles": "C=CCOC(=O)O[PH2]=O.COCCOCCOC", "spin_multiplicity": 1, "total_charge": 0, "orbital_gap_ev": 9.964, "lumo_ev": 0.477, "species": ["C", "C", "C", "O", "C", "O", "O", "P", "O", "H", "H", "H", "H", "H", "H", "H", "C", "O", "C", "C", "O", "C", "C", "O", "C", "H", "H", "H", "H", "H", "H", "H", "H", "H", "H", "H", "H", "H", "H"], "coordinates": [[-1.265, -2.842, 2.997], [-1.539, -1.542, 3.089], [-2.078, -0.713, 1.914], [-3.098, 0.233, 2.269], [-4.075, -0.313, 3.037], [-4.062, -0.309, 4.204], [-5.189, -0.859, 2.395], [-5.222, -2.528, 2.455], [-6.606, -3.022, 2.480], [-1.261, -3.486, 3.889], [-1.096, -3.288, 2.003], [-1.366, -1.066, 4.066], [-1.230, -0.118, 1.510], [-2.369, -1.405, 1.094], [-4.503, -2.979, 3.598], [-4.557, -2.943, 1.262], [1.434, 4.170, -1.188], [2.167, 2.975, -1.354], [2.397, 2.309, -0.121], [2.664, 0.834, -0.355], [1.479, 0.075, -0.578], [0.868, 0.229, -1.857], [1.635, -0.452, -2.975], [2.717, 0.362, -3.403], [3.697, -0.376, -4.100], [1.974, 4.871, -0.543], [1.299, 4.622, -2.170], [0.446, 3.957, -0.766], [1.533, 2.423, 0.543], [3.276, 2.769, 0.348], [3.096, 0.425, 0.562], [3.392, 0.673, -1.151], [0.678, 1.281, -2.077], [-0.103, -0.264, -1.769], [0.970, -0.604, -3.835], [2.006, -1.423, -2.624], [4.133, -1.144, -3.451], [4.487, 0.310, -4.400], [3.268, -0.841, -4.996]], "atomic_forces_ev_per_a": [[-0.2, -0.2, -0.4], [-0.4, 0.1, 0.3], [2.3, -0.3, -0.4], [-0.6, -0.7, -0.2], [-0.5, 0.2, -0.9], [0.4, 0.3, 2.1], [1.7, -1.2, -0.5], [-1.7, -0.1, -0.3], [0.3, 0.1, -0.1], [0.9, 0.4, -0.5], [-0.7, -0.2, 0.5], [-0.8, 0.0, -0.5], [-0.8, 0.0, 0.2], [-0.3, 0.5, 0.5], [0.3, 0.7, -0.5], [0.2, 0.4, 0.6], [0.1, -0.1, -0.1], [-0.3, -0.1, 0.0], [0.3, 0.1, -0.4], [-0.1, -0.1, 0.3], [0.0, 0.1, -0.1], [0.0, -0.2, 0.1], [0.1, 0.5, -0.2], [0.1, -0.1, 0.2], [-0.1, 0.1, 0.0], [-0.1, 0.1, 0.1], [0.1, 0.0, 0.0], [0.0, 0.1, 0.1], [0.0, 0.0, 0.0], [0.0, -0.1, 0.2], [-0.1, 0.0, 0.0], [-0.1, 0.2, -0.1], [0.2, 0.0, -0.2], [0.1, -0.1, 0.0], [-0.1, -0.2, 0.1], [-0.1, 0.0, 0.0], [0.0, -0.1, -0.1], [-0.1, 0.0, 0.0], [0.1, -0.1, 0.0]]}

# 2
{"formula": "C28H46N3O7PdS2Si", "method": "ωB97M-V/def2-TZVPD", "homo_ev": [-11.7, -11.8], "de_lowest_kcal_mol": 0.0, "largest_force_ev_per_a": 0.237, "spin_multiplicity": 5, "total_charge": 1, "orbital_gap_ev": [9.397, 5.978], "lumo_ev": [-2.301, -5.860], "species": ["Pd", "C", "O", "H", "H", "H", "C", "C", "C", "C", "C", "C", "O", "N", "C", "O", "N", "C", "O", "H", "H", "H", "H", "H", "H", "H", "H", "H", "H", "H", "C", "C", "C", "C", "O", "Si", "S", "O", "C", "C", "C", "C", "O", "C", "C", "C", "C", "H", "H", "H", "H", "H", "H", "H", "H", "H", "H", "H", "H", "H", "H", "H", "H", "H", "H", "H", "H", "H", "H", "H", "H", "H", "H", "H", "S", "C", "N", "C", "C", "C", "C", "C", "C", "H", "H", "H", "H", "H"], "coordinates": [[-0.039, -0.991, -0.148], [-1.971, -3.479, -0.428], [-1.789, -2.165, -0.792], [-3.037, -3.672, -0.260], [-1.334, -3.795, 0.398], [-1.714, -4.060, -1.333], [4.370, -2.365, 1.046], [3.611, -3.666, 1.276], [2.688, -4.069, 0.106], [2.026, -5.427, 0.407], [1.134, -5.935, -0.718], [3.546, -4.210, -1.143], [4.399, -5.057, -1.239], [3.332, -3.298, -2.158], [2.390, -2.279, -2.172], [2.402, -1.436, -3.043], [1.461, -2.282, -1.153], [1.627, -3.013, -0.058], [0.837, -2.757, 0.896], [4.949, -2.103, 1.931], [3.691, -1.533, 0.840], [5.068, -2.451, 0.211], [2.988, -3.594, 2.168], [4.311, -4.490, 1.421], [1.460, -5.318, 1.334], [2.831, -6.138, 0.591], [0.344, -5.219, -0.956], [0.657, -6.873, -0.438], [1.708, -6.117, -1.628], [3.968, -3.327, -2.943], [-4.525, 0.043, -0.163], [-4.537, 1.524, 0.185], [-4.807, 1.734, 1.668], [-5.541, 2.278, -0.667], [-3.238, 2.097, -0.129], [-1.703, 1.658, -0.057], [-1.407, 0.203, 1.531], [-1.185, 0.752, -1.324], [-1.152, 1.058, -2.774], [-0.189, 2.212, -2.995], [-0.676, -0.217, -3.437], [-2.549, 1.421, -3.247], [-0.665, 2.862, 0.159], [-0.563, 4.024, 1.029], [-1.771, 4.127, 1.943], [0.716, 3.844, 1.828], [-0.472, 5.230, 0.108], [-5.466, -0.421, 0.133], [-3.718, -0.473, 0.369], [-4.383, -0.110, -1.233], [-5.818, 1.405, 1.912], [-4.722, 2.788, 1.924], [-4.105, 1.166, 2.283], [-6.544, 1.881, -0.504], [-5.295, 2.175, -1.724], [-5.542, 3.337, -0.410], [0.790, 1.989, -2.573], [-0.559, 3.129, -2.536], [-0.069, 2.386, -4.065], [0.337, -0.479, -3.132], [-0.674, -0.084, -4.520], [-1.354, -1.038, -3.198], [-2.927, 2.311, -2.745], [-3.241, 0.596, -3.078], [-2.515, 1.625, -4.317], [-1.875, 3.233, 2.563], [-2.683, 4.269, 1.366], [-1.651, 4.981, 2.611], [0.660, 2.958, 2.464], [0.886, 4.713, 2.465], [1.566, 3.739, 1.153], [-1.381, 5.324, -0.487], [0.380, 5.126, -0.565], [-0.344, 6.142, 0.691], [3.709, 1.813, -0.122], [2.424, 0.807, -0.634], [1.725, 0.255, 0.309], [2.215, 0.592, 1.567], [1.740, 0.113, 2.790], [2.343, 0.565, 3.944], [3.414, 1.469, 3.896], [3.914, 1.919, 2.693], [3.305, 1.463, 1.524], [2.238, 0.618, -1.684], [0.949, -0.624, 2.821], [1.995, 0.207, 4.903], [3.867, 1.806, 4.818], [4.755, 2.598, 2.657]], "atomic_forces_ev_per_a": [[0.0, 0.0, 0.0], [0.0, 0.0, -0.1], [0.0, 0.0, 0.0], [0.0, 0.0, 0.0], [0.0, 0.0, 0.0], [0.0, 0.0, 0.0], [0.0, 0.0, 0.0], [0.0, 0.0, 0.0], [0.0, 0.0, 0.0], [0.0, 0.0, 0.0], [0.0, 0.0, 0.0], [0.0, -0.1, 0.0], [0.0, 0.0, 0.0], [0.0, 0.0, 0.0], [-0.1, 0.0, 0.1], [0.0, 0.0, 0.0], [0.1, 0.0, -0.1], [-0.1, 0.0, 0.0], [0.0, -0.1, 0.0], [0.0, 0.0, 0.0], [0.0, 0.0, 0.0], [0.0, 0.0, 0.0], [0.0, 0.0, 0.0], [0.0, 0.0, 0.0], [0.0, 0.0, 0.0], [0.0, 0.0, 0.0], [0.0, 0.0, 0.0], [0.0, 0.0, 0.0], [0.0, 0.0, 0.0], [0.0, 0.0, 0.0], [0.0, 0.0, 0.0], [0.1, -0.1, 0.0], [0.0, 0.0, 0.0], [0.0, 0.0, 0.0], [-0.1, 0.2, 0.1], [0.0, 0.0, 0.0], [0.0, -0.1, 0.1], [0.1, -0.1, -0.1], [0.0, 0.0, 0.0], [0.0, 0.0, 0.0], [0.0, 0.0, 0.0], [0.0, 0.0, 0.1], [-0.1, -0.1, 0.0], [0.0, 0.0, 0.0], [0.0, 0.0, 0.0], [0.0, 0.0, 0.0], [0.0, 0.0, 0.0], [0.0, 0.0, 0.0], [0.0, 0.0, 0.0], [0.0, 0.0, 0.0], [0.0, 0.0, 0.0], [0.0, 0.1, 0.0], [0.0, 0.0, 0.0], [0.0, 0.0, 0.0], [0.0, 0.0, 0.0], [0.0, 0.0, 0.0], [0.0, 0.0, 0.0], [0.0, 0.0, 0.0], [0.0, 0.0, 0.0], [0.0, 0.0, 0.0], [0.0, 0.0, 0.0], [0.0, 0.0, 0.0], [0.0, 0.0, 0.0], [0.0, 0.0, 0.0], [0.0, 0.0, 0.0], [0.0, 0.0, 0.0], [0.0, 0.0, 0.0], [0.0, 0.0, 0.0], [0.0, 0.0, 0.0], [0.0, 0.0, 0.0], [0.0, 0.0, 0.0], [0.0, 0.0, 0.0], [0.0, 0.0, 0.0], [0.0, 0.0, 0.0], [0.0, 0.0, 0.0], [0.0, 0.0, 0.0], [0.1, 0.1, 0.0], [-0.1, 0.0, 0.0], [0.0, 0.0, 0.0], [0.0, 0.0, 0.0], [0.0, 0.0, 0.0], [0.0, 0.0, 0.0], [0.0, 0.0, 0.0], [0.0, 0.0, 0.0], [0.0, 0.0, 0.0], [0.0, 0.0, 0.0], [0.0, 0.0, 0.0], [0.0, 0.0, 0.0]]}

# 3
{"formula": "C2H2O3S", "method": "ωB97M-V/def2-TZVPD", "homo_ev": [-9.4, -9.4], "de_lowest_kcal_mol": 74.8, "largest_force_ev_per_a": 5.112, "spin_multiplicity": 1, "total_charge": 0, "orbital_gap_ev": [9.225, 9.225], "lumo_ev": [-0.210, -0.210], "species": ["C", "C", "O", "O", "O", "S", "H", "H"], "coordinates": [[-0.247, 2.634, -0.329], [-0.011, -0.663, 0.176], [-0.867, 2.785, -1.260], [0.278, -2.865, 1.658], [0.356, -0.023, -0.936], [0.711, -2.128, 0.475], [0.860, 0.695, -0.439], [-1.080, -0.436, 0.654]], "atomic_forces_ev_per_a": [[-0.5, 0.2, -0.7], [-3.5, -3.2, 2.0], [0.3, 0.1, 0.7], [-0.5, 0.0, 0.3], [1.7, 2.1, 1.0], [0.3, 1.4, -0.6], [-0.4, -0.5, -1.9], [2.5, -0.2, -0.7]]}

# 4
{"formula": "C17H23BBr2F9NaO3", "method": "ωB97M-V/def2-TZVPD", "homo_ev": -7.4, "largest_force_ev_per_a": 2.183, "spin_multiplicity": 1, "total_charge": 0, "orbital_gap_ev": 5.726, "lumo_ev": -1.681, "species": ["C", "O", "C", "C", "C", "C", "C", "C", "O", "B", "O", "C", "C", "C", "C", "F", "F", "C", "F", "F", "C", "F", "F", "C", "F", "F", "F", "C", "Br", "C", "C", "Br", "H", "H", "H", "H", "H", "H", "H", "H", "H", "H", "H", "H", "H", "H", "H", "H", "H", "H", "H", "H", "H", "H", "H", "Na"], "coordinates": [[5.009, -1.046, 2.948], [5.300, -1.064, 1.571], [4.206, -1.426, 0.735], [3.984, -0.392, -0.362], [3.546, -0.999, -1.689], [2.266, -1.832, -1.599], [0.974, -1.013, -1.447], [0.089, -1.579, -0.338], [0.725, -1.734, 0.892], [0.642, -0.416, 1.578], [-0.787, -0.013, 1.223], [-1.161, -0.668, 0.069], [-1.581, 0.340, -1.017], [-3.030, 0.846, -1.054], [-3.477, 1.894, -0.055], [-4.835, 2.051, -0.189], [-3.272, 1.495, 1.228], [-2.856, 3.336, -0.258], [-3.848, 4.252, -0.344], [-2.177, 3.358, -1.436], [-1.900, 3.825, 0.864], [-2.592, 3.880, 2.018], [-0.884, 2.974, 0.979], [-1.300, 5.241, 0.638], [-0.776, 5.364, -0.575], [-0.360, 5.457, 1.536], [-2.229, 6.180, 0.771], [-2.289, -1.677, 0.420], [-2.607, -1.722, 2.292], [-2.934, -2.497, -0.416], [-2.763, -2.554, -1.912], [-4.207, -3.808, 0.192], [4.422, -1.918, 3.253], [5.955, -1.060, 3.490], [4.454, -0.144, 3.234], [3.300, -1.535, 1.337], [4.426, -2.406, 0.290], [4.927, 0.146, -0.496], [3.246, 0.339, -0.023], [3.396, -0.194, -2.417], [4.355, -1.623, -2.082], [2.201, -2.429, -2.515], [2.338, -2.532, -0.766], [1.199, 0.039, -1.262], [0.419, -1.064, -2.389], [-0.252, -2.570, -0.664], [1.408, 0.442, 1.116], [0.811, -0.498, 2.783], [-0.880, 1.169, -0.927], [-1.386, -0.102, -1.997], [-3.727, 0.017, -0.895], [-3.244, 1.241, -2.048], [-1.762, -2.905, -2.163], [-3.478, -3.239, -2.359], [-2.929, -1.571, -2.353], [-4.075, -3.658, 2.591]], "atomic_forces_ev_per_a": [[-0.1, 0.0, 0.1], [0.1, 0.0, -0.1], [-0.1, 0.0, 0.1], [0.1, 0.2, 0.1], [-0.1, 0.1, 0.0], [0.0, -0.1, -0.2], [0.1, 0.0, 0.0], [-0.2, 0.1, 0.5], [0.3, 0.0, -0.2], [0.1, 0.3, 0.1], [-0.1, 0.1, -0.3], [0.1, -0.1, 0.1], [-0.1, 0.0, -0.3], [0.0, -0.2, 0.2], [-0.1, 0.2, 0.2], [0.3, -0.1, 0.0], [0.0, 0.0, -0.3], [0.0, 0.2, 0.0], [0.2, -0.2, -0.1], [-0.2, -0.1, 0.2], [-0.2, 0.0, -0.1], [0.0, 0.0, 0.1], [0.2, -0.2, 0.0], [-0.4, 0.0, -0.3], [0.3, -0.1, -0.3], [0.4, 0.0, 0.4], [-0.3, 0.2, 0.1], [-0.4, -0.4, -0.3], [0.8, 1.1, 0.0], [0.3, 0.4, 0.1], [0.0, 0.0, 0.1], [-0.2, -0.2, -1.7], [0.0, 0.0, 0.0], [0.0, 0.0, 0.0], [0.0, 0.0, 0.0], [0.0, 0.0, -0.1], [0.1, 0.0, 0.0], [0.0, 0.0, -0.1], [0.0, 0.0, 0.0], [0.0, 0.0, 0.0], [0.0, 0.0, 0.0], [-0.1, -0.1, 0.1], [0.1, 0.0, 0.0], [0.0, 0.0, 0.1], [0.0, 0.1, 0.0], [0.0, 0.0, 0.0], [-0.1, -0.2, -0.1], [-0.2, -0.2, 0.0], [0.0, 0.0, 0.0], [-0.1, 0.1, 0.0], [0.0, 0.0, 0.0], [0.0, 0.1, 0.1], [0.0, 0.1, -0.1], [0.0, 0.0, 0.0], [0.1, 0.0, 0.0], [-0.6, -0.9, 1.9]]}